Entry 1:
113
Properties=species:S:1:pos:R:3:lowdin_charge:R:1 method="wB97M-V/def2-TZVPD" smiles=c1cc[nH]c1.c1cc[nH]c1.c1cc[nH]c1.c1cc[nH]c1.c1cc[nH]c1.c1cc[nH]c1.c1cc[nH]c1.c1cc[nH]c1.c1ccncc1.c1ccncc1.c1ccncc1 de_lowest_kcal_mol=128.1 e_tot_ha=-2426.0142 orbital_gap_ev=7.974 total_charge=0 lumo_ha=0.0039
C -10.081 -9.951 -19.031 -0.127
H -12.561 -7.641 -23.718 0.102
N -8.392 -10.446 -17.781 -0.018
H -4.439 -7.799 -15.474 0.102
H -5.550 -13.698 -19.902 0.095
N -9.765 -15.101 -19.073 0.000
C -8.196 -4.714 -18.224 -0.125
H -3.003 -11.635 -16.506 0.091
H -10.549 -9.556 -19.920 0.083
C -15.834 -12.468 -17.659 -0.150
C -8.730 -10.187 -19.052 -0.159
H -14.494 -8.602 -22.950 0.099
H -3.764 -17.375 -20.282 0.110
C -7.590 -3.535 -18.512 -0.165
N -12.218 -14.094 -13.829 -0.014
C -9.511 -16.256 -18.298 -0.110
C -12.743 -6.012 -20.780 -0.151
H -3.151 -14.095 -11.322 0.100
C -13.522 -6.561 -13.813 -0.115
C -14.115 -7.803 -22.331 -0.061
C -9.904 -15.413 -20.409 -0.105
H -12.281 -6.829 -12.010 0.092
H -10.109 -14.712 -21.204 0.104
H -5.927 -16.240 -20.162 0.144
N -14.768 -13.138 -18.181 -0.010
C -9.473 -10.454 -16.925 -0.121
H -17.538 -13.199 -16.565 0.090
C -5.784 -8.756 -25.515 -0.131
H -13.935 -12.673 -18.511 0.138
C -11.455 -15.117 -13.338 -0.135
C -9.716 -16.801 -20.428 -0.151
C -5.102 -13.962 -12.282 -0.092
H -7.895 -2.565 -18.147 0.094
H -7.581 -7.220 -23.157 0.094
N -13.917 -6.499 -20.299 0.049
H -3.951 -17.214 -13.827 0.098
H -6.806 -14.123 -13.575 0.102
H -9.908 -14.178 -18.688 0.135
H -5.327 -5.624 -19.578 0.107
C -3.897 -14.580 -11.935 -0.130
N -7.282 -5.619 -18.636 -0.020
H -9.145 -4.966 -17.774 0.111
N -3.955 -9.682 -16.107 0.053
H -12.910 -14.222 -14.553 0.147
C -1.599 -10.337 -15.700 -0.065
C -5.856 -14.516 -13.246 -0.094
H -9.459 -16.222 -17.219 0.103
H -13.994 -7.522 -13.955 0.089
C -10.839 -14.652 -12.137 -0.103
H -7.419 -10.478 -17.510 0.144
C -3.665 -8.552 -15.463 -0.200
H -15.998 -11.412 -17.502 0.109
N -12.887 -4.387 -14.110 -0.007
H -11.917 -4.133 -12.279 0.098
H -11.659 -16.164 -13.511 0.096
C -10.584 -10.176 -17.714 -0.108
C -7.066 -7.600 -24.027 -0.100
C -13.526 -5.434 -14.697 -0.132
C -3.856 -16.316 -20.473 -0.188
C -2.918 -10.649 -16.074 -0.109
H -2.918 -13.173 -20.422 0.086
H -1.828 -15.709 -20.623 0.095
H -9.461 -18.320 -18.933 0.101
H -12.304 -12.001 -13.584 0.104
C -2.454 -8.258 -14.949 -0.116
H -0.840 -11.105 -15.731 0.092
C -6.198 -5.083 -19.240 -0.126
H -5.160 -9.525 -25.947 0.087
H -12.383 -5.279 -20.074 0.101
H -5.414 -13.061 -11.775 0.102
C -9.468 -17.270 -19.188 -0.170
H -10.387 -15.263 -11.369 0.086
C -12.671 -6.223 -12.814 -0.130
H -2.335 -7.284 -14.500 0.102
C -2.872 -15.437 -20.585 -0.138
C -12.487 -4.814 -12.895 -0.147
N -5.082 -15.713 -20.332 0.033
C -6.124 -8.654 -24.176 -0.128
C -12.213 -6.371 -21.978 -0.087
C -6.538 -7.827 -26.273 -0.113
C -16.078 -14.713 -17.270 -0.103
H -14.267 -15.250 -18.522 0.097
C -12.893 -7.298 -22.749 -0.091
H -16.598 -15.605 -16.954 0.086
H -0.498 -8.869 -14.380 0.102
N -3.552 -15.770 -12.449 0.046
H -5.662 -2.915 -19.329 0.093
H -11.537 -9.874 -17.306 0.086
C -11.920 -12.934 -13.198 -0.137
H -11.278 -5.919 -22.278 0.101
C -11.104 -13.274 -12.107 -0.129
C -14.557 -7.374 -21.064 -0.158
C -16.630 -13.423 -17.105 -0.152
C -14.899 -14.529 -18.026 -0.104
C -4.337 -16.336 -13.332 -0.183
H -13.951 -5.153 -15.649 0.099
H -9.356 -10.507 -15.853 0.105
C -6.370 -3.702 -19.116 -0.115
H -6.632 -7.494 -27.296 0.103
H -6.051 -16.164 -14.675 0.095
H -12.730 -3.479 -14.524 0.153
H -5.645 -9.219 -23.391 0.086
H -7.915 -10.125 -19.758 0.112
C -5.491 -15.751 -13.848 -0.045
C -1.371 -9.124 -14.962 -0.046
H -10.808 -12.557 -11.355 0.084
H -7.236 -6.617 -18.487 0.146
H -15.399 -7.823 -20.558 0.097
H -9.737 -17.340 -21.364 0.093
C -3.425 -14.126 -20.440 -0.088
C -4.784 -14.365 -20.268 -0.151
N -7.257 -7.149 -25.331 -0.037
H -7.997 -6.511 -25.585 0.140

Entry 2:
116
Properties=species:S:1:pos:R:3:lowdin_charge:R:1 method="wB97M-V/def2-TZVPD" de_lowest_kcal_mol=20.6 e_tot_ha=-3576.2135 orbital_gap_ev=7.498 total_charge=0 lumo_ha=-0.0221
C -5.185 -0.295 3.321 -0.197
H -2.116 -3.058 -2.108 0.109
C 0.741 -3.124 4.205 -0.190
C -0.749 -3.043 -0.437 -0.199
H 1.906 -1.329 4.160 0.126
H -1.411 -1.956 6.654 0.114
H 7.384 3.819 -2.959 0.102
C -3.445 0.807 1.557 -0.188
H 1.641 -3.743 4.205 0.119
H -0.447 -2.015 -0.621 0.060
P -1.224 -0.745 2.216 0.868
H -2.533 5.081 2.149 0.176
H -2.879 -1.320 -0.500 0.086
C -0.962 3.003 3.111 -0.032
C -2.518 6.155 -0.323 -0.480
C 5.575 2.689 -2.764 -0.024
C 6.784 3.193 -2.311 -0.077
H 6.801 1.843 0.795 0.104
H 2.586 -0.649 1.246 -0.071
H 5.048 -1.354 -5.759 0.104
H 0.442 -4.048 -7.482 0.100
H -1.835 -2.512 5.051 0.096
H -1.303 -0.211 -1.296 -0.016
H -0.005 -3.670 -0.929 0.121
C -2.131 -3.262 -1.034 -0.183
H -1.823 -2.896 2.846 0.095
C -0.125 4.098 -1.574 -0.554
O -2.253 6.524 -1.558 0.148
Ta 0.886 1.447 -0.545 1.418
H -1.880 3.050 3.697 0.088
H -0.208 3.632 3.588 0.092
H -5.833 -0.695 4.103 0.116
H -6.429 1.449 3.028 0.108
H 5.169 -0.342 -3.510 0.123
H -5.483 -0.792 2.394 0.109
C 1.074 -1.764 3.594 -0.183
C 6.453 2.091 -0.200 -0.073
C -3.729 -0.615 3.667 -0.185
H -1.148 -2.382 -6.576 0.103
H 0.015 -3.655 3.584 0.091
C 4.786 1.908 -1.924 -0.166
H -1.490 0.002 5.149 0.089
H -1.904 1.476 -1.116 0.008
C -0.273 -2.665 -6.004 -0.081
H -3.569 -1.692 3.642 0.089
C -1.026 -2.065 5.637 -0.196
H -4.048 2.715 2.353 0.090
H 0.393 0.229 3.468 0.046
H 0.960 -2.568 6.272 0.116
H -0.066 -3.970 6.025 0.111
C -4.522 1.784 2.031 -0.169
H 1.441 -1.874 2.573 0.071
H 5.235 2.910 -3.768 0.121
C 0.187 -2.989 5.619 -0.197
C 1.773 -0.609 -0.451 -0.510
C 1.574 -1.272 -1.718 -0.070
H -2.430 -4.310 -0.915 0.117
O 0.875 3.280 -1.530 -0.218
O -0.527 -0.017 1.091 -0.440
C 7.226 2.891 -1.030 -0.086
C -0.655 -0.695 5.079 -0.181
C 4.313 -0.618 -5.458 -0.079
C -1.184 3.493 1.730 -0.347
C 1.084 -2.442 -4.025 -0.233
C 5.232 1.607 -0.642 -0.048
C -1.809 4.955 0.188 -0.061
H -2.713 1.323 0.935 0.080
Cl -0.564 1.217 -3.041 0.580
C 1.737 -3.964 -5.773 -0.085
I 2.268 2.031 1.789 0.414
C 1.969 -3.393 -4.533 -0.036
C 4.381 -0.054 -4.195 -0.025
N 2.440 1.433 -1.673 -0.091
N -0.567 3.130 0.617 0.035
H -0.721 -1.339 -4.371 0.081
C 1.349 -1.806 -2.775 0.014
N 2.467 -1.239 0.420 0.075
C -3.128 -2.651 1.176 -0.176
C 3.463 1.410 -2.401 -0.252
H -0.922 -4.349 1.262 0.126
H 3.261 -0.669 -7.329 0.103
H -3.403 -3.702 1.324 0.129
H -5.154 2.050 1.182 0.115
C 2.411 1.243 -4.670 -0.042
H -3.892 0.040 0.922 0.103
H -0.572 1.995 3.092 0.011
H 4.619 0.986 -0.002 0.063
H 1.670 1.964 -4.348 0.081
C -0.076 -0.743 3.659 -0.341
C -0.924 4.060 -0.331 -0.135
H -2.332 0.975 3.348 0.077
H -5.095 1.681 4.130 0.111
N -1.968 4.566 1.490 0.192
H 2.432 -4.694 -6.168 0.102
H 0.308 -3.110 1.423 0.090
C -1.052 0.841 -1.345 -0.669
H -3.896 -2.069 1.679 0.072
C 3.308 -0.236 -6.338 -0.086
H -4.146 -2.512 -0.714 0.118
C -2.735 0.156 2.752 -0.326
C 2.365 0.703 -5.946 -0.071
C 3.417 0.867 -3.789 -0.181
O -0.376 4.879 -2.476 0.098
H 1.582 1.003 -6.630 0.106
O -3.289 6.734 0.404 0.109
H -1.547 5.955 -1.985 0.080
C -5.376 1.211 3.182 -0.181
C -1.748 -2.470 1.838 -0.325
C 0.619 -3.600 -6.512 -0.091
H 8.175 3.276 -0.680 0.101
C -3.137 -2.368 -0.321 -0.192
C -0.705 -3.293 1.063 -0.174
H 2.844 -3.661 -3.957 0.118
C -0.045 -2.084 -4.768 -0.042
H 0.131 -0.276 5.718 0.126
H -3.560 -0.316 4.703 0.107